82
Properties=species:S:1:pos:R:3:mulliken_spin:R:1 method="wB97M-V/def2-TZVPD" lumo_energy_ev="-9.461 / -9.274" spin_multiplicity=6 gap_ha="0.2512 / 0.2581" mol_weight_g_mol=664.18 s2=9.33 total_energy_ev=-92020.750 charge=+3
Dy -0.588 -0.076 -0.837 4.8792
P 1.827 0.898 0.342 0.0109
P -2.122 1.814 0.051 0.0336
P 0.522 1.390 -2.938 0.0235
H 0.447 -4.652 0.211 0.0001
C 1.393 -4.439 -0.319 -0.0006
C 2.287 -3.617 0.253 0.0015
H 2.129 -3.300 1.278 -0.0005
C 2.377 0.288 1.980 -0.0045
C 1.801 2.702 0.740 0.0000
C 3.428 0.764 -0.565 -0.0004
C -3.787 1.307 -0.479 0.0051
C -2.215 1.726 1.860 0.0035
C -1.875 3.509 -0.440 -0.0028
C 1.702 0.513 -4.023 -0.0011
C 1.262 3.046 -2.852 -0.0002
C -0.843 1.665 -4.139 0.0020
H 1.453 -4.765 -1.367 0.0000
H 3.072 -3.082 -0.294 -0.0001
H 2.612 -0.781 1.921 -0.0003
H 1.584 0.435 2.720 0.0010
H 3.270 0.833 2.311 -0.0003
H 0.967 2.929 1.406 -0.0002
H 1.679 3.307 -0.156 0.0001
H 2.728 2.990 1.241 0.0000
H 3.664 -0.292 -0.744 0.0001
H 4.248 1.202 0.025 -0.0004
H 3.392 1.261 -1.542 0.0001
H -4.433 2.133 -0.158 -0.0002
H -4.094 0.358 -0.007 0.0008
H -3.822 1.185 -1.574 -0.0006
H -3.088 2.323 2.156 0.0000
H -1.294 2.126 2.313 0.0004
H -2.345 0.676 2.179 -0.0028
H -2.767 4.035 -0.088 0.0006
H -1.777 3.582 -1.532 0.0000
H -0.963 3.895 0.031 -0.0005
H 1.702 1.037 -4.992 -0.0002
H 1.420 -0.539 -4.179 -0.0009
H 2.718 0.536 -3.596 0.0003
H 1.340 3.427 -3.881 0.0000
H 2.264 2.999 -2.403 0.0004
H 0.633 3.721 -2.257 0.0000
H -0.372 2.169 -5.002 0.0003
H -1.615 2.324 -3.704 -0.0002
H -1.312 0.733 -4.456 -0.0015
C -1.018 -2.590 -4.077 -0.0061
C -2.016 -2.381 -5.062 -0.0009
C -1.957 -3.079 -6.271 0.0001
C -0.940 -3.998 -6.495 -0.0001
C 0.057 -4.211 -5.532 0.0000
C 0.031 -3.514 -4.323 0.0004
S -0.994 -1.524 -2.726 0.0164
H 0.008 -1.762 -1.587 0.0196
H -2.791 -1.649 -4.866 -0.0002
H -2.734 -2.894 -7.015 0.0000
H -0.893 -4.512 -7.450 0.0000
H 0.860 -4.924 -5.721 0.0000
H 0.795 -3.637 -3.563 -0.0007
C -1.421 -0.387 5.097 0.0000
N -0.208 -0.605 4.256 0.0002
C 1.010 -0.523 5.129 0.0001
C -0.233 -1.900 3.427 -0.0016
C -1.432 -1.937 2.549 -0.0114
C -2.610 -2.459 3.124 -0.0022
C -3.788 -2.544 2.388 -0.0007
C -3.730 -2.241 1.030 -0.0001
C -2.506 -1.866 0.424 -0.0009
C -1.390 -1.567 1.197 0.0463
H -1.566 -1.273 5.729 0.0000
H -2.287 -0.220 4.459 0.0000
H -1.252 0.496 5.726 0.0000
H -0.157 0.168 3.559 0.0006
H 1.013 -1.390 5.806 0.0000
H 1.914 -0.532 4.516 0.0000
H 0.967 0.411 5.703 0.0000
H 0.683 -1.903 2.838 0.0006
H -0.206 -2.710 4.171 0.0001
H -2.617 -2.785 4.176 -0.0003
H -4.747 -2.837 2.844 -0.0001
H -4.620 -2.331 0.399 -0.0001
H -2.473 -1.809 -0.686 -0.0040